1.
Entry from OMol25: a structure of composition H19O10 (ωB97M-V/def2-TZVPD).

Output
ΔE to the lowest compared entry with this formula, charge and spin	4.5730	eV
gap between HOMO and LUMO	7.76	eV
charge	-1
LUMO level	2.4194	eV
HOMO	-5.34	eV
spin multiplicity	1

Each line ends with the natural charge from an NBO analysis.
Element x y z (Å)
O -3.953 -0.760 0.388  -0.97
H -3.791 -1.555 -0.070  0.44
H -1.727 2.284 1.089  0.47
O 1.361 2.044 -2.675  -0.94
H 1.800 1.494 -1.953  0.48
H -1.908 -1.446 0.345  0.43
O -0.175 -2.675 -0.535  -0.98
H 0.943 1.395 -3.104  0.45
H -0.728 -1.895 -0.208  0.47
O -1.847 0.014 -2.755  -0.95
H 3.026 0.745 2.469  0.46
H -3.168 -0.423 0.814  0.51
O 2.906 -0.004 1.786  -0.93
H -0.831 1.104 0.851  0.51
H -1.698 -0.974 -2.717  0.48
O 3.850 0.331 -1.302  -1.01
H 2.904 0.092 -1.071  0.51
H 4.084 1.193 -1.407  0.46
O 1.614 0.086 -0.090  -1.02
H 0.820 -0.466 -0.148  0.50
H -1.137 0.045 3.695  0.43
O -1.797 -0.372 3.211  -1.16
H -1.505 -0.821 2.042  0.52
H 3.699 -0.436 2.135  0.48
O -0.744 2.168 0.982  -1.00
H 0.485 -2.533 0.182  0.46
O -1.444 -0.692 0.815  -1.13
H -1.124 0.497 -2.453  0.48
H 1.688 0.588 0.908  0.54


2.
Entry from OMol25: a structure of composition C60H46AsCrI2N2O3 (ωB97M-V/def2-TZVPD).

Output
ΔE to the lowest compared entry with this formula, charge and spin	0.5386	eV
gap between HOMO and LUMO (alpha / beta)	7.26 / 7.24	eV
LUMO level (alpha / beta)	0.0201 / -0.0672	eV
HOMO (alpha / beta)	-7.24 / -7.31	eV
expectation value of S²	1.053
spin multiplicity	2

Each line ends with the Löwdin charge.
Element x y z (Å)
Cr -0.144 1.775 -0.146  0.93
O 0.325 0.919 1.360  -0.27
C -0.328 0.270 2.396  -0.42
C -1.551 -0.538 1.883  -0.03
C -1.874 -0.688 0.411  -0.23
C -2.776 -1.714 0.132  -0.04
C -3.215 -1.931 -1.153  -0.02
C -2.797 -1.058 -2.139  -0.01
C -1.953 -0.015 -1.806  -0.24
C -1.715 1.065 -2.818  -0.06
C -2.113 2.435 -2.225  -0.45
O -1.122 2.769 -1.302  -0.24
C -2.143 3.545 -3.275  -0.14
C -2.416 4.839 -2.835  -0.01
C -2.405 5.901 -3.719  -0.07
C -2.119 5.690 -5.063  -0.09
C -1.842 4.411 -5.509  -0.08
C -1.850 3.342 -4.616  -0.03
C -3.483 2.342 -1.548  -0.15
C -3.638 2.584 -0.190  -0.02
C -4.878 2.423 0.417  -0.07
C -5.975 2.022 -0.329  -0.09
C -5.831 1.804 -1.694  -0.08
C -4.596 1.970 -2.297  -0.02
N -1.450 0.139 -0.560  0.11
C 0.731 -0.599 3.100  -0.14
C 0.478 -1.817 3.715  -0.05
C 1.485 -2.494 4.396  -0.08
C 2.756 -1.955 4.484  -0.09
C 3.015 -0.726 3.888  -0.08
C 2.014 -0.057 3.206  -0.02
C -0.830 1.277 3.447  -0.14
C -1.502 0.811 4.577  -0.04
C -1.936 1.690 5.554  -0.08
C -1.703 3.054 5.418  -0.09
C -1.045 3.521 4.294  -0.07
C -0.605 2.638 3.311  0.00
H -1.501 -1.558 2.261  0.09
H -2.456 -0.099 2.314  0.14
H -3.135 -2.321 0.953  0.12
H -3.900 -2.737 -1.378  0.12
H -3.143 -1.153 -3.159  0.12
H -2.299 0.819 -3.704  0.11
H -0.660 1.142 -3.099  0.14
H -2.617 5.006 -1.785  0.13
H -2.617 6.900 -3.360  0.10
H -2.098 6.523 -5.753  0.10
H -1.614 4.236 -6.553  0.10
H -1.613 2.356 -4.987  0.10
H -2.788 2.909 0.398  0.12
H -4.981 2.612 1.478  0.11
H -6.936 1.880 0.147  0.10
H -6.684 1.503 -2.288  0.10
H -4.496 1.820 -3.366  0.12
H -0.503 -2.272 3.682  0.10
H 1.265 -3.447 4.858  0.10
H 3.538 -2.483 5.014  0.10
H 4.000 -0.283 3.961  0.11
H 2.214 0.901 2.745  0.12
H -1.679 -0.250 4.704  0.11
H -2.452 1.310 6.427  0.10
H -2.027 3.741 6.188  0.10
H -0.860 4.580 4.168  0.09
H -0.087 3.023 2.445  0.09
I 1.512 6.276 1.817  0.92
C 2.588 4.758 0.898  -0.64
C 3.986 4.853 0.783  -0.23
C 4.722 3.867 0.182  -0.68
I 6.792 4.100 0.050  0.90
C 4.078 2.720 -0.349  -0.20
C 4.724 1.637 -0.991  -0.03
C 3.990 0.587 -1.458  -0.03
C 2.593 0.607 -1.298  -0.10
N 1.955 1.586 -0.708  0.08
C 2.678 2.641 -0.228  -0.12
C 1.895 3.669 0.393  -0.43
O 0.620 3.518 0.420  -0.19
H 4.483 5.728 1.179  0.08
H 5.800 1.652 -1.107  0.06
H 4.455 -0.263 -1.938  0.11
H 1.998 -0.217 -1.661  0.06
C 5.664 -3.174 -0.593  -0.09
C 5.134 -2.413 0.439  -0.08
C 3.763 -2.218 0.522  -0.13
C 2.910 -2.800 -0.413  -0.41
C 3.446 -3.559 -1.447  -0.09
C 4.820 -3.742 -1.537  -0.08
As 1.001 -2.473 -0.168  1.40
C 0.604 -4.046 0.941  -0.38
C -0.724 -4.431 1.125  -0.14
C -1.059 -5.437 2.019  -0.08
C -0.066 -6.080 2.745  -0.09
C 1.258 -5.714 2.558  -0.09
C 1.590 -4.698 1.671  -0.10
C 0.331 -3.117 -1.898  -0.39
C 0.368 -2.217 -2.963  -0.13
C -0.110 -2.569 -4.216  -0.09
C -0.658 -3.828 -4.418  -0.09
C -0.708 -4.729 -3.366  -0.08
C -0.212 -4.378 -2.116  -0.10
H 6.734 -3.324 -0.663  0.10
H 5.787 -1.962 1.176  0.11
H 3.352 -1.611 1.322  0.08
H 2.794 -4.012 -2.185  0.10
H 5.230 -4.334 -2.345  0.10
H -1.506 -3.946 0.556  0.08
H -2.097 -5.718 2.149  0.10
H -0.323 -6.855 3.454  0.10
H 2.042 -6.220 3.106  0.11
H 2.629 -4.416 1.560  0.10
H 0.766 -1.220 -2.822  0.08
H -0.058 -1.860 -5.033  0.11
H -1.040 -4.105 -5.391  0.10
H -1.129 -5.715 -3.517  0.10
H -0.244 -5.102 -1.312  0.09


3.
Entry from OMol25: a cluster of 4 separate species, C30H47Br6ClF4N4O2P2 in total (ωB97M-V/def2-TZVPD).

Output
structure (SMILES)	CCCCCCCCCCCc1c([PH2]=N)c(CCC(N)=O)c(P(O)Cl)c2ncc(C(F)(F)C(F)F)nc12.BrCCBr.BrCCBr.BrCCBr
gap between HOMO and LUMO	7.57	eV
LUMO level	-1.2081	eV
HOMO	-8.78	eV
spin multiplicity	1

Each line ends with the Löwdin charge.
Element x y z (Å)
C 10.262 -2.477 1.280  -0.11
C 9.682 -1.311 2.096  -0.26
C 8.152 -1.364 2.209  -0.23
C 7.450 -0.576 1.097  -0.21
C 5.997 -1.049 0.868  -0.21
C 4.947 0.041 1.111  -0.21
C 3.578 -0.566 1.483  -0.20
C 2.369 0.254 0.981  -0.20
C 1.517 0.869 2.103  -0.20
C 0.031 1.020 1.704  -0.17
C -0.963 0.793 2.871  -0.16
C -1.743 -0.481 2.694  -0.14
C -1.420 -1.688 3.300  -0.21
P 0.000 -1.739 4.447  0.78
N 1.407 -2.087 3.839  -0.27
C -2.188 -2.895 3.004  -0.20
C -1.762 -4.192 3.647  -0.16
C -0.439 -4.834 3.133  -0.09
C -0.140 -4.779 1.656  -0.57
N 0.101 -3.533 1.058  0.15
O -0.017 -5.789 1.027  0.05
C -3.293 -2.814 2.149  -0.29
P -4.476 -4.167 1.676  0.64
O -4.578 -4.940 3.129  -0.38
Cl -3.147 -5.370 0.619  0.28
C -3.621 -1.563 1.533  -0.22
N -4.688 -1.509 0.689  0.12
C -4.928 -0.369 0.121  -0.03
C -4.134 0.774 0.374  -0.15
C -4.452 2.072 -0.354  -0.43
F -3.912 3.105 0.297  0.15
F -5.796 2.243 -0.419  0.10
C -3.918 2.044 -1.812  -0.30
F -2.856 1.210 -1.896  0.08
F -3.500 3.272 -2.163  0.10
N -3.132 0.776 1.191  0.23
C -2.854 -0.413 1.786  -0.13
H 10.402 -2.227 0.233  0.06
H 9.623 -3.356 1.325  0.06
H 11.222 -2.780 1.688  0.06
H 10.147 -1.297 3.076  0.09
H 9.946 -0.393 1.574  0.10
H 7.853 -2.408 2.124  0.09
H 7.817 -1.033 3.191  0.11
H 8.041 -0.738 0.199  0.10
H 7.452 0.477 1.366  0.10
H 5.798 -1.866 1.559  0.10
H 5.898 -1.417 -0.149  0.11
H 5.269 0.685 1.926  0.11
H 4.828 0.619 0.198  0.10
H 3.522 -1.544 1.009  0.10
H 3.500 -0.715 2.555  0.09
H 2.705 1.064 0.336  0.10
H 1.744 -0.385 0.360  0.09
H 1.894 1.870 2.298  0.11
H 1.585 0.260 2.998  0.06
H -0.119 2.037 1.355  0.11
H -0.209 0.352 0.881  0.10
H -1.673 1.610 2.840  0.10
H -0.470 0.860 3.832  0.07
H -0.374 -2.620 5.477  0.01
H 0.031 -0.496 5.099  0.01
H 1.316 -2.262 2.841  -0.04
H -2.535 -4.936 3.614  0.07
H -1.606 -3.971 4.697  0.09
H -0.486 -5.894 3.353  0.12
H 0.423 -4.428 3.657  0.09
H 0.474 -3.711 0.133  0.10
H -0.738 -2.973 0.956  0.08
H -4.674 -5.886 2.962  0.05
H -5.769 -0.306 -0.556  0.13
H -4.690 1.693 -2.493  0.16
Br -3.079 1.370 -5.683  0.61
C -1.694 2.434 -4.818  -0.70
C -0.733 3.015 -5.819  -0.72
Br 0.502 1.674 -6.496  0.59
H -1.208 1.785 -4.098  0.05
H -2.220 3.227 -4.294  0.04
H -0.111 3.773 -5.351  0.03
H -1.233 3.442 -6.681  -0.01
Br -0.821 4.117 -9.492  0.64
C 0.206 5.754 -9.718  -0.69
C 1.583 5.649 -9.120  -0.69
Br 1.548 5.794 -7.182  0.63
H -0.378 6.555 -9.279  0.05
H 0.274 5.901 -10.794  0.06
H 2.204 6.475 -9.458  0.06
H 2.068 4.707 -9.356  0.05
Br -11.457 1.353 -0.642  0.61
C -10.419 2.997 -0.626  -0.70
C -9.093 2.815 0.062  -0.72
Br -9.283 2.737 1.995  0.61
H -11.034 3.751 -0.148  0.05
H -10.270 3.257 -1.672  0.06
H -8.444 3.665 -0.133  0.06
H -8.592 1.901 -0.239  0.04